Below is C36H48ClN6O6PTa as an isolated structure, with properties calculated with ωB97M-V with the def2-TZVPD basis set.

CARTESIAN COORDINATES (ANGSTROEM)
Ta -0.30309 -0.19326 0.16014
N -0.62590 3.26590 -4.73253
C -1.52193 2.38862 -3.89484
P -0.90743 2.56868 -2.14780
O 0.35357 3.33323 -2.31572
O -0.93095 1.22013 -1.45718
C -2.18062 3.59531 -1.31508
N -1.75719 3.91525 0.07852
H -1.07999 4.13543 -5.01478
H -0.29338 2.80502 -5.57987
H 0.18043 3.50799 -4.10513
H -1.39375 1.35924 -4.22058
H -2.56254 2.66677 -4.04807
H -3.13708 3.07349 -1.28895
H -2.29956 4.53634 -1.85328
H -1.67295 3.06348 0.66945
H -2.39369 4.57890 0.52183
H -0.82105 4.36243 0.07552
C -2.61152 -9.34397 5.98538
C -2.70563 -8.62450 4.69291
C -3.40793 -9.17829 3.59562
C -3.50193 -8.50265 2.41822
C -2.90019 -7.21934 2.27305
N -3.03301 -6.61621 1.05708
C -2.60866 -5.31691 0.70104
O -2.18751 -4.52805 1.50607
N -2.73555 -5.06425 -0.64250
C -2.28825 -3.89360 -1.26865
C -2.21950 -3.85441 -2.66166
C -1.75990 -2.70958 -3.28464
C -1.37935 -1.63115 -2.50246
N -1.44908 -1.66945 -1.16707
C -1.89398 -2.77725 -0.55558
C -2.18714 -6.65078 3.36595
C -2.10455 -7.35128 4.53381
H -2.87476 -10.39477 5.89504
H -3.30489 -8.88326 6.69977
H -1.61596 -9.24529 6.42017
H -3.87017 -10.15069 3.70259
H -4.04116 -8.93195 1.58171
H -3.51457 -7.16088 0.35537
H -3.03407 -5.80198 -1.26079
H -2.50884 -4.71602 -3.25200
H -1.67878 -2.66057 -4.36065
H -0.98607 -0.72529 -2.93749
H -1.89784 -2.76763 0.52354
H -1.71334 -5.68836 3.25720
H -1.55782 -6.93110 5.36824
C -0.33280 5.71263 3.65233
C -0.06542 5.68987 2.17116
C -0.67028 6.62663 1.33512
C -0.36771 6.67849 -0.02023
Cl -1.17913 7.82503 -1.03387
C 0.57118 5.82016 -0.57233
C 1.16616 4.86352 0.24145
C 0.83253 4.78445 1.58590
O 1.49061 3.83502 2.34330
C 0.66699 2.79644 2.81081
C 0.24689 1.86290 1.69014
O -0.98910 1.68773 1.38512
O 1.09113 1.16484 1.07070
H -0.57317 6.72426 3.97316
H 0.54078 5.37783 4.20948
H -1.17737 5.07775 3.93060
H -1.35925 7.35092 1.75271
H 0.83275 5.89238 -1.61803
H 1.90055 4.17596 -0.15723
H -0.22437 3.15785 3.32233
H 1.26684 2.20631 3.50541
C -2.37331 -1.48426 2.88526
C -1.16586 -1.97758 3.68756
C -0.30725 -0.81659 4.20570
C -0.31656 -3.02717 2.99330
C -0.14864 -4.26348 3.60517
C 0.68120 -5.23075 3.05894
C 1.39288 -4.94604 1.90410
C 1.27879 -3.71597 1.26380
C 2.20030 -3.44137 0.08521
C 1.47422 -3.30441 -1.25396
C 3.16222 -2.27532 0.32744
C 0.37880 -2.77810 1.80277
N 0.15216 -1.57107 1.15829
H -3.10617 -1.03512 3.55730
H -2.86237 -2.30359 2.35920
H -2.09641 -0.71318 2.15484
H -1.57078 -2.47332 4.57238
H 0.27455 -0.36940 3.39070
H 0.40144 -1.16530 4.95698
H -0.93467 -0.04793 4.66149
H -0.65917 -4.45718 4.54007
H 0.80883 -6.18404 3.55346
H 2.08640 -5.67803 1.50875
H 2.82401 -4.33467 0.00449
H 0.86739 -2.39471 -1.28265
H 0.81926 -4.15745 -1.44192
H 2.19653 -3.24442 -2.06959
H 2.64920 -1.31122 0.34371
H 3.91312 -2.24243 -0.46322
H 3.68139 -2.38725 1.27923

The charge is +3. Its HOMO-LUMO gap is 0.108 Ha. Its multiplicity is 1. Its HOMO energy is -13.0 eV.

Below is C36H48FGeN3O7PPdS2 as an isolated structure, with properties calculated with ωB97M-V with the def2-TZVPD basis set.

CARTESIAN COORDINATES (ANGSTROEM)
Pd -0.71649 -0.11834 0.08520
C 0.44669 -0.87546 3.42935
C -0.33518 0.41461 3.19264
C -1.83091 0.14000 3.36389
C 0.13905 1.49923 4.15779
O -0.05219 0.87762 1.85044
Ge -0.95726 2.57404 1.27454
O -2.24763 1.49040 0.39061
C -3.60972 1.79912 0.03075
C -3.76045 1.76312 -1.49084
C -4.52960 0.78198 0.70668
C -3.93476 3.20655 0.53005
O 0.12873 2.70826 -0.27242
C 0.84132 3.92386 -0.55991
C 0.96268 4.08312 -2.07497
C 0.05605 5.13017 -0.01734
C 2.21766 3.87193 0.10153
H 0.42798 -1.13244 4.48730
H -0.02431 -1.69064 2.87875
H 1.48877 -0.75122 3.12642
H -2.01480 -0.35416 4.31605
H -2.39498 1.07641 3.33542
H -2.18233 -0.50906 2.55979
H -0.06635 1.19548 5.18253
H 1.21096 1.66926 4.04904
H -0.38854 2.43780 3.96733
H -3.34404 0.84655 -1.89528
H -4.81375 1.82498 -1.76335
H -3.22917 2.60334 -1.94116
H -4.24519 -0.23299 0.42611
H -4.45647 0.86453 1.79196
H -5.56447 0.95768 0.41534
H -3.24377 3.92831 0.08484
H -4.94919 3.47534 0.24194
H -3.85549 3.26127 1.61884
H -0.01882 4.22808 -2.52646
H 1.58906 4.94419 -2.30435
H 1.42066 3.19743 -2.51371
H -0.97672 5.08932 -0.36979
H 0.06105 5.12278 1.07655
H 0.50659 6.05978 -0.35881
H 2.83737 3.11654 -0.39333
H 2.72205 4.83501 0.03875
H 2.11088 3.60233 1.15556
S 3.08524 -1.62972 -2.76075
P 3.18096 -0.17462 -1.40733
S 1.28696 0.69412 -1.25386
C 4.24211 1.11070 -2.11021
C 3.81602 1.71432 -3.29737
C 4.64761 2.61747 -3.93319
C 5.89712 2.90415 -3.39519
C 6.31450 2.29929 -2.21650
C 5.49273 1.39252 -1.56671
C 3.87697 -0.68164 0.17599
C 3.92922 0.25402 1.20920
C 4.66580 -0.03306 2.34644
C 5.33758 -1.24551 2.44763
C 5.23806 -2.19352 1.43831
C 4.50893 -1.91572 0.29141
H 2.84926 1.46848 -3.72038
H 4.33223 3.08501 -4.85599
H 6.55203 3.59984 -3.90248
H 7.28817 2.52819 -1.80517
H 5.82584 0.91612 -0.65487
H 3.40988 1.20119 1.11230
H 4.73704 0.69658 3.14207
H 5.94424 -1.45134 3.31948
H 5.74753 -3.14305 1.53261
H 4.44289 -2.63649 -0.51272
C 1.36671 -6.29227 -0.65270
C 1.11970 -4.82285 -0.56769
C 1.40843 -4.09018 0.58138
C 1.13139 -2.73792 0.62830
N 0.58309 -2.07267 -0.39202
C 0.35772 -2.75133 -1.52799
C 0.59925 -4.10467 -1.64522
H 2.05163 -6.62126 0.12590
H 1.77113 -6.56189 -1.62765
H 0.42902 -6.83745 -0.52526
H 1.85744 -4.56724 1.44266
H 1.37641 -2.15757 1.50523
H -0.02704 -2.19376 -2.36939
H 0.40300 -4.59621 -2.58994
F -7.56736 -0.91091 -1.69532
C -6.74090 -1.81616 -1.17658
C -5.45866 -1.85290 -1.55408
N -4.57667 -2.77829 -1.03523
C -3.22260 -2.85851 -1.52328
C -2.32691 -1.79970 -0.88577
O -2.08951 -1.82535 0.34693
O -1.81587 -0.90488 -1.62347
C -4.94393 -3.65951 -0.00866
O -4.14263 -4.41306 0.49491
N -6.26432 -3.57664 0.34436
C -7.27438 -2.75179 -0.18129
O -8.41274 -2.83383 0.18495
H -5.07182 -1.15187 -2.28171
H -3.20587 -2.71009 -2.60309
H -2.82356 -3.83668 -1.25458
H -6.56399 -4.22596 1.05935

The charge is +2. Its HOMO-LUMO gap (alpha / beta) is 0.150 / 0.115 Ha. Its multiplicity is 2. Its HOMO energy (alpha / beta) is -13.2 / -13.1 eV. As for the expectation value of S²: 1.22.

Below is a 2-piece molecular cluster, C36H48N5OS overall, with properties calculated with ωB97M-V with the def2-TZVPD basis set.

CARTESIAN COORDINATES (ANGSTROEM)
C 1.30200 1.03204 4.73050
C 1.91564 -0.36992 4.83942
C 3.40869 -0.29357 5.17384
N 1.24764 -1.11248 5.85763
C 0.77993 -2.20564 5.40057
S -0.08144 -3.41223 6.38154
C 1.23811 -3.68159 7.52923
C 0.87302 -4.65689 8.47274
N 0.56701 -5.46738 9.24444
C 1.05963 -2.38391 3.91662
C 2.02363 -3.54899 3.69689
C -0.24373 -2.56874 3.14174
N 1.71181 -1.09257 3.53376
C 2.63525 -0.99720 2.45739
C 2.29907 -0.53262 1.25340
C 3.25466 -0.47544 0.12725
H 1.43562 1.58572 5.66016
H 1.76076 1.59121 3.91500
H 0.23240 0.96043 4.53432
H 3.55564 0.16159 6.15222
H 3.83148 -1.29573 5.20848
H 3.94557 0.28836 4.42536
H 2.12396 -3.99362 6.96863
H 1.47766 -2.73042 8.01373
H 1.59516 -4.48390 4.05434
H 2.25877 -3.66256 2.63974
H 2.95095 -3.37157 4.23969
H -0.74526 -3.48947 3.43710
H -0.92052 -1.73650 3.33252
H -0.05709 -2.61586 2.07115
H 3.64580 -1.33932 2.61399
H 1.28909 -0.18964 1.10988
H 2.80974 -0.04398 -0.77271
H 4.12503 0.12949 0.38804
H 3.61572 -1.47445 -0.12545
C -0.94141 4.63301 -3.88556
N -0.75610 3.67146 -2.81270
C -0.71121 4.13230 -1.51487
O -0.71485 5.28667 -1.14226
C -0.74858 2.91799 -0.60946
C -1.98720 3.00171 0.28504
C -3.24737 3.09563 -0.52356
C -3.70766 4.32724 -0.96820
C -4.83585 4.41343 -1.75805
C -5.51347 3.26833 -2.12122
C -5.04587 2.03659 -1.71369
C -3.91834 1.95009 -0.92223
N -0.79011 1.72052 -1.50202
C -0.84758 0.44067 -1.01369
C -1.16153 -0.66630 -1.78263
C -0.72062 -1.95437 -1.51559
C -0.68130 -3.00923 -2.47708
C 0.15520 -4.12504 -2.26568
C 0.29729 -5.09423 -3.22918
C -0.39466 -4.99851 -4.42388
C -1.23504 -3.92233 -4.65235
C -1.37824 -2.94022 -3.69968
C -0.71660 2.18372 -2.92782
C 0.56168 1.70370 -3.69068
C 1.78957 2.34576 -3.04012
C 0.45499 2.09726 -5.17287
C 0.75653 0.18282 -3.65820
H -1.43072 5.52348 -3.49092
H 0.02292 4.93443 -4.28915
H -1.56238 4.20559 -4.66962
H 0.17454 2.88151 -0.01470
H -2.03264 2.12829 0.94388
H -1.91505 3.88584 0.93028
H -3.15001 5.21605 -0.72190
H -5.17903 5.37506 -2.10161
H -6.40122 3.33493 -2.73115
H -5.55630 1.13835 -2.01915
H -3.53715 0.98736 -0.62780
H -0.50897 0.29201 -0.00494
H -1.62752 -0.47447 -2.72883
H -0.22060 -2.12816 -0.58139
H 0.72193 -4.18712 -1.35242
H 0.96904 -5.92250 -3.06540
H -0.27413 -5.75724 -5.18073
H -1.77068 -3.84634 -5.58512
H -2.04144 -2.11523 -3.89001
H -1.61881 1.84813 -3.44882
H 1.86982 2.04448 -1.99605
H 2.69991 2.03263 -3.54829
H 1.73403 3.43232 -3.07340
H -0.48567 1.74654 -5.59744
H 0.51809 3.17163 -5.32165
H 1.26091 1.63920 -5.74414
H -0.08740 -0.33241 -4.11193
H 1.64599 -0.09805 -4.21997
H 0.89945 -0.17762 -2.64262

The charge is +1. Its HOMO-LUMO gap is 0.208 Ha. Its multiplicity is 1. Its HOMO energy is -10.7 eV.

Below is C36H49BeN5P2Si as an isolated structure, with properties calculated with ωB97M-V with the def2-TZVPD basis set.

CARTESIAN COORDINATES (ANGSTROEM)
Be 0.23046 -1.43922 4.05879
C 3.87943 -0.76987 0.67483
C 3.23028 0.33182 0.24029
C 2.10767 0.36718 -0.74390
C 0.89822 -0.49539 -0.28322
C 0.84384 -1.84037 -0.94539
C 1.85422 -2.62848 -1.35236
C 3.33686 -2.32111 -1.39449
C 4.15035 -2.03209 -0.09480
C -1.05884 -2.46409 4.56585
H 4.33513 -0.78521 1.68162
H 3.42663 1.32410 0.64309
H 2.43437 0.10047 -1.75826
H 1.80364 1.42238 -0.79755
H 0.93872 -0.60919 0.82186
H -0.04789 0.06014 -0.47121
H -0.18513 -2.22611 -1.10138
H 1.58401 -3.61018 -1.77700
H 3.49791 -1.44240 -2.03611
H 3.83529 -3.19631 -1.85908
H 4.13442 -2.88785 0.59746
H 5.21438 -1.98362 -0.41149
H -0.66891 -3.06429 5.41135
H -1.39640 -3.18045 3.81537
H -1.93043 -1.92786 4.94140
P -3.15151 -0.12564 -2.54158
P -1.63455 2.91709 -2.04698
N -2.81304 -1.51278 -3.56802
N -4.97882 -0.27091 -2.75501
N -0.28536 2.71505 -3.23854
N -1.68326 4.72445 -2.02525
C -2.90810 1.16785 -3.84508
C -2.94717 2.61584 -3.31472
C -2.38938 -2.76260 -3.09230
C -2.40677 -3.66658 -4.14617
C -2.86479 -2.96678 -5.30616
C -3.08548 -1.64893 -4.93194
C -5.88250 -0.28055 -1.68599
C -7.18638 -0.12946 -2.18393
C -7.07608 -0.04742 -3.61115
C -5.72859 -0.15245 -3.92553
C 0.57881 1.62335 -3.09551
C 1.44780 1.56173 -4.17109
C 1.02938 2.56475 -5.09809
C -0.06873 3.21641 -4.52615
C -1.35194 5.70279 -2.96806
C -1.78782 6.94726 -2.52871
C -2.43093 6.74328 -1.26433
C -2.37029 5.38292 -0.98631
H -3.70018 1.08203 -4.59903
H -1.93391 0.96052 -4.31556
H -2.79315 3.32613 -4.14211
H -3.91113 2.85556 -2.83794
H -2.10654 -2.87309 -2.05430
H -2.12813 -4.70796 -4.08965
H -3.02737 -3.37288 -6.29099
H -3.37399 -0.79857 -5.53831
H -5.52380 -0.40664 -0.68222
H -8.09260 -0.07964 -1.60374
H -7.88796 0.07465 -4.31978
H -5.25701 -0.16258 -4.89865
H 0.43375 0.95663 -2.25723
H 2.30804 0.90138 -4.25489
H 1.47437 2.78185 -6.05651
H -0.72015 3.94962 -4.97004
H -0.80154 5.45844 -3.85735
H -1.67552 7.88713 -3.05506
H -2.88724 7.50262 -0.64586
H -2.73304 4.81005 -0.14989
C 0.98938 1.57799 4.94666
Si 2.12911 0.30966 5.71419
C 3.96798 0.63409 5.54754
C 1.81474 -0.01699 7.53671
N 1.58676 -1.15893 4.79716
C 2.41136 -2.27030 4.82912
C 2.38501 -3.15523 3.72251
C 3.34807 -4.16568 3.63457
C 4.36206 -4.24997 4.59861
C 4.37869 -3.39874 5.70456
C 3.34393 -2.49624 5.87239
H 1.09280 2.53213 5.48406
H -0.08344 1.31233 4.96306
H 1.26784 1.73707 3.89199
H 4.27944 1.45601 6.21105
H 4.59254 -0.23069 5.82426
H 4.25322 0.91234 4.52468
H 0.72995 -0.09343 7.69260
H 2.27459 -0.94401 7.91276
H 2.20844 0.81693 8.14048
H 1.65674 -2.99548 2.91928
H 3.30252 -4.88185 2.81669
H 5.12741 -5.00711 4.51112
H 5.17361 -3.44771 6.44594
H 3.27162 -1.94212 6.80805

The charge is 0. Its HOMO-LUMO gap is 0.280 Ha. Its multiplicity is 1. As for the energy relative to the best compared isomer or geometry (same formula, charge and spin): 67.41 kJ/mol. Its HOMO energy is -7.6 eV.